# 1
Here is a cluster of 2 separate species, CHO3PS2 in total at a distorted geometry from the Open Molecules 2025 dataset. Energies are from the ωB97M-V functional and the def2-TZVPD basis.

For the lowest unoccupied orbital energy (alpha / beta), the calculation gives 5.57 / 5.57 eV. Its charge is -2. The value obtained for the relative energy (zero: lowest compared OMol25 entry of this formula, charge and spin) is 77.7 kcal per mole. Its orbital gap (alpha / beta) is 0.2154 / 0.2154 hartree.

The geometry in XYZ format:
```
8
CHO3PS2, DFT the ωB97M-V functional and the def2-TZVPD basis
S -1.83 0.07 3.87
S -3.22 -0.79 -0.32
P -1.76 -0.65 1.02
O -2.61 1.71 1.99
O -1.42 -1.98 1.64
O 1.17 0.55 0.61
C -2.21 0.67 2.39
H 1.16 0.43 1.60
```


# 2
Here is the molecule C20H22N2O2S from the Open Molecules 2025 dataset. Energies are from the ωB97M-V functional and the def2-TZVPD basis.

For the lowest unoccupied orbital energy, the calculation gives 0.46 eV. Its charge is 0. The value obtained for the relative energy (zero: lowest compared OMol25 entry of this formula, charge and spin) is 23.7 kcal per mole. The SMILES is CSc1ccc(C(=O)[C@@H]2CCCN(C(=O)c3ccc(C)nc3)C2)cc1. Its orbital gap is 0.3184 hartree.

The geometry in XYZ format:
```
47
C20H22N2O2S, DFT the ωB97M-V functional and the def2-TZVPD basis
S -0.83 2.13 -3.83
O -0.63 -1.03 -1.24
O -2.81 1.75 2.62
N -0.48 -1.20 1.01
N 3.76 -1.58 -0.14
C -1.03 0.47 -4.55
C -2.33 1.29 0.37
C 0.05 -1.00 -0.22
C 2.46 -1.74 0.02
C -0.39 -0.35 3.31
C -1.51 1.87 -2.22
C 5.70 -0.32 -0.78
C -2.98 0.71 -0.72
C 4.22 -0.45 -0.64
C -1.87 -0.70 3.49
C -2.61 0.92 1.77
C 2.00 0.42 -0.87
C 3.36 0.58 -1.03
C -1.35 2.25 0.14
C -2.58 -0.57 2.14
C -1.89 -1.50 1.14
C -2.58 1.01 -2.01
C -0.93 2.53 -1.14
C 1.52 -0.76 -0.31
C 0.26 -1.24 2.25
H -0.31 0.69 3.00
H 0.14 -0.47 4.25
H -0.15 3.25 -1.32
H 2.15 -2.70 0.41
H -0.28 0.38 -5.32
H -0.86 -0.26 -3.76
H -3.82 0.05 -0.57
H -2.32 -0.02 4.21
H 1.29 -0.93 2.08
H 6.05 0.59 -0.31
H -2.02 0.36 -4.98
H 6.18 -1.18 -0.33
H -2.32 -1.45 0.14
H 3.76 1.49 -1.46
H 1.30 1.19 -1.17
H -3.08 0.55 -2.84
H -3.62 -0.89 2.24
H 0.27 -2.28 2.62
H -0.88 2.73 0.99
H 5.97 -0.29 -1.84
H -1.99 -2.53 1.51
H -1.97 -1.72 3.87
```


# 3
Here is the molecule C4HNO at a distorted geometry from the Open Molecules 2025 dataset. Energies are from the ωB97M-V functional and the def2-TZVPD basis.

For the lowest unoccupied orbital energy, the calculation gives -2.20 eV. Its charge is 0. The value obtained for the relative energy (zero: lowest compared OMol25 entry of this formula, charge and spin) is 48.0 kcal per mole. Its orbital gap is 0.3383 hartree.

The geometry in XYZ format:
```
7
C4HNO, DFT the ωB97M-V functional and the def2-TZVPD basis
O -1.45 -0.97 1.04
N 2.46 -0.59 0.95
C 0.24 0.29 -0.09
C -1.19 -0.13 0.22
C 0.51 1.21 -0.99
C 1.46 -0.21 0.49
H -1.98 0.40 -0.36
```


# 4
Here is a structure of composition C20H38NO2P3W at a distorted geometry from the Open Molecules 2025 dataset. Energies are from the ωB97M-V functional and the def2-TZVPD basis.

Its spin multiplicity is 3. The expectation value of S² is 2.022. For the lowest unoccupied orbital energy (alpha / beta), the calculation gives -15.91 / -16.54 eV. Its charge is +4. The value obtained for the relative energy (zero: lowest compared OMol25 entry of this formula, charge and spin) is 0.0 kcal per mole. Its orbital gap (alpha / beta) is 0.2040 / 0.1770 hartree.

The geometry in XYZ format:
```
65
C20H38NO2P3W, DFT the ωB97M-V functional and the def2-TZVPD basis
W -0.11 0.28 0.06
P -2.00 -1.74 0.00
P 2.55 -0.49 -0.01
P -0.82 2.84 -0.47
O 1.64 2.17 1.91
O -2.54 1.09 1.91
N 0.16 -0.89 1.74
C 1.03 1.55 1.09
C -0.62 1.04 -3.61
C -0.06 -1.42 4.28
C 0.67 -1.41 -3.27
C -0.88 3.94 1.00
C 1.24 -1.22 5.11
C 3.74 0.81 -0.56
C -3.53 -1.74 -1.03
C -0.73 -1.36 -3.34
C 1.42 -0.24 -3.40
C -1.74 0.82 1.08
C -1.37 -0.13 -3.48
C -2.56 3.07 -1.01
C 0.12 -1.20 2.87
C 0.76 0.99 -3.54
C -2.87 -2.06 1.60
C 3.27 -1.98 -0.80
C 0.09 3.98 -1.56
C 3.33 -0.76 1.65
C -1.40 -3.46 -0.24
H -2.14 -2.14 2.42
H 2.97 -1.71 2.07
H -2.72 2.48 -1.92
H 1.35 1.92 -3.55
H -0.84 -3.51 -1.18
H 4.42 -0.81 1.53
H 3.22 -1.91 -1.88
H 1.15 3.95 -1.27
H -1.40 4.86 0.72
H -0.29 5.00 -1.44
H 4.32 -2.13 -0.49
H 1.10 -1.41 6.17
H -0.84 -0.75 4.66
H 2.52 -0.28 -3.37
H -4.01 -0.77 -0.90
H -1.44 3.44 1.81
H -1.14 2.01 -3.75
H 4.77 0.43 -0.57
H -2.47 -0.08 -3.45
H -3.56 -1.24 1.82
H 2.68 -2.85 -0.46
H 3.08 0.06 2.32
H 3.46 1.13 -1.57
H -3.23 2.73 -0.22
H 3.68 1.66 0.12
H -3.28 -1.89 -2.08
H 1.18 -2.36 -3.08
H 1.62 -0.20 5.00
H -3.43 -3.00 1.52
H -0.43 -2.44 4.44
H -0.73 -3.72 0.59
H 2.01 -1.91 4.74
H -1.31 -2.29 -3.27
H 0.13 4.16 1.33
H 0.00 3.67 -2.61
H -2.75 4.13 -1.22
H -4.22 -2.53 -0.70
H -2.23 -4.18 -0.27
```


# 5
Here is a structure of composition CH2N2O at a distorted geometry from the Open Molecules 2025 dataset. Energies are from the ωB97M-V functional and the def2-TZVPD basis.

For the lowest unoccupied orbital energy, the calculation gives 0.76 eV. Its charge is 0. The value obtained for the relative energy (zero: lowest compared OMol25 entry of this formula, charge and spin) is 78.1 kcal per mole. Its orbital gap is 0.4307 hartree.

The geometry in XYZ format:
```
6
CH2N2O, DFT the ωB97M-V functional and the def2-TZVPD basis
O 0.25 1.10 0.00
N -1.15 0.95 0.00
N -1.08 -0.31 0.00
C 0.35 -0.31 0.00
H 0.82 -0.71 -0.90
H 0.81 -0.71 0.91
```


# 6
Here is a structure of composition C38H47AsO8Tl from the Open Molecules 2025 dataset. Energies are from the ωB97M-V functional and the def2-TZVPD basis.

For the lowest unoccupied orbital energy, the calculation gives -1.87 eV. Its charge is +1. The value obtained for the relative energy (zero: lowest compared OMol25 entry of this formula, charge and spin) is 93.8 kcal per mole. Its orbital gap is 0.2303 hartree.

The geometry in XYZ format:
```
95
C38H47AsO8Tl, DFT the ωB97M-V functional and the def2-TZVPD basis
Tl -0.11 -1.06 1.67
As -0.85 2.57 1.15
O 2.01 -2.84 2.58
O 0.05 1.37 0.43
O 2.39 -0.07 2.54
O -0.95 -1.48 -1.11
O 1.05 -1.68 -2.09
O -2.65 -2.34 0.84
O 0.06 -3.78 0.62
O 2.11 -0.84 -0.22
C -3.16 -2.01 -0.44
C -2.74 1.14 2.80
C -1.26 1.48 5.14
C 3.29 -2.34 2.92
C 1.88 6.24 2.10
C 0.69 -4.58 1.61
C -3.14 0.52 3.98
C 1.40 0.54 -5.70
C 1.19 -1.61 -4.55
C 1.13 -0.04 -6.93
C -1.59 1.94 2.80
C 1.29 -2.51 -3.42
C 3.05 0.58 1.47
C -3.57 3.27 0.36
C -0.23 5.11 2.36
C -4.14 3.82 -1.92
C -0.10 -0.81 -1.98
C -4.52 3.62 -0.60
C -1.86 3.34 -1.35
C 3.15 -0.92 3.39
C -2.28 -0.99 -1.10
C 3.33 -0.29 0.27
C 2.34 5.21 1.29
C -1.22 -4.26 0.22
C 0.87 -1.41 -6.96
C 2.32 -1.31 -1.53
C 1.53 4.12 1.02
C -0.85 2.10 3.97
C 0.25 4.08 1.55
C -2.41 0.69 5.14
C -2.36 -3.72 1.06
C 2.07 -4.05 1.84
C -2.24 3.13 -0.03
C 0.59 6.19 2.63
C 0.88 -2.17 -5.81
C 0.38 -3.69 -3.28
C 1.43 -0.22 -4.54
C -2.81 3.68 -2.29
H -4.16 -1.58 -0.32
H -2.73 0.21 6.06
H -2.52 3.85 -3.32
H -0.69 1.61 6.05
H 3.72 -2.93 3.74
H -0.70 -3.48 -3.39
H 3.34 5.25 0.88
H -5.56 3.74 -0.30
H 2.66 -4.80 2.38
H 3.79 0.34 -0.49
H 2.39 1.38 1.16
H -1.35 -3.96 -0.82
H 2.52 7.09 2.32
H 0.54 -4.19 -2.32
H 0.23 7.00 3.25
H -4.89 4.09 -2.66
H 0.76 -5.61 1.26
H -3.87 3.15 1.39
H 0.05 2.70 3.96
H 0.21 0.16 -1.60
H -1.24 5.07 2.76
H 1.60 1.61 -5.64
H 2.78 -0.54 -2.15
H -1.24 -5.35 0.27
H 2.55 -3.86 0.87
H 2.61 -0.92 4.34
H 4.00 1.01 1.81
H -3.25 -4.33 0.86
H 0.67 -3.23 -5.89
H -0.82 3.22 -1.64
H 0.65 -4.41 -4.06
H -3.30 0.98 1.89
H -2.64 -0.82 -2.13
H -2.13 -3.80 2.12
H 4.14 -0.49 3.57
H 0.65 -1.89 -7.91
H 4.03 -1.10 0.50
H 3.97 -2.43 2.06
H -2.32 -0.03 -0.58
H -0.52 -0.74 -2.98
H 1.87 3.31 0.39
H 1.65 0.30 -3.61
H 0.12 -4.57 2.54
H -3.25 -2.90 -1.07
H 1.12 0.55 -7.84
H -4.03 -0.10 3.98
H 2.90 -2.23 -1.57
```


# 7
Here is a cluster of 2 separate species, C6H18N3 in total at a distorted geometry from the Open Molecules 2025 dataset. Energies are from the ωB97M-V functional and the def2-TZVPD basis.

For the lowest unoccupied orbital energy, the calculation gives -2.88 eV. Its charge is +1. The value obtained for the relative energy (zero: lowest compared OMol25 entry of this formula, charge and spin) is 15.3 kcal per mole. Its orbital gap is 0.4270 hartree.

The geometry in XYZ format:
```
27
C6H18N3, DFT the ωB97M-V functional and the def2-TZVPD basis
N -0.55 -0.69 -1.70
N -2.39 -1.78 -0.79
N -1.52 0.06 0.25
C 2.91 -0.84 -0.21
C -1.66 0.73 2.58
C -1.55 -0.75 -0.79
C 2.25 0.55 -0.11
C -2.46 0.25 1.39
C 2.26 1.36 -1.40
H -2.98 -0.68 1.58
H -2.32 1.15 3.32
H 2.20 -1.65 -0.31
H -3.17 1.00 1.06
H 1.30 1.77 -1.71
H 0.17 -0.03 -1.43
H 2.72 1.07 0.72
H -0.88 1.45 2.34
H -1.14 -0.08 3.08
H -2.44 -2.41 -1.57
H 3.58 -0.88 -1.07
H -0.67 -0.90 -2.68
H -1.03 0.94 0.14
H 1.21 0.40 0.19
H 2.92 2.22 -1.34
H 2.67 0.77 -2.23
H 3.52 -1.01 0.68
H -2.95 -1.99 0.02
```


# 8
Here is a structure of composition C61H63BF4Ge2N3OS4Ti at a distorted geometry from the Open Molecules 2025 dataset. Energies are from the ωB97M-V functional and the def2-TZVPD basis.

For the lowest unoccupied orbital energy, the calculation gives -4.18 eV. Its charge is +1. The value obtained for the relative energy (zero: lowest compared OMol25 entry of this formula, charge and spin) is 15.1 kcal per mole. Its orbital gap is 0.2356 hartree.

The geometry in XYZ format:
```
140
C61H63BF4Ge2N3OS4Ti, DFT the ωB97M-V functional and the def2-TZVPD basis
Ge -2.91 -1.67 -1.74
Ge -2.78 1.51 -1.74
Ti -0.41 -0.16 -0.78
S -1.07 2.09 -0.48
S -1.43 -2.24 -0.22
S -1.57 -0.15 -2.91
S -4.22 -0.04 -0.80
F 1.29 -1.08 -1.07
F 3.28 -0.03 -1.81
F 1.80 1.01 -0.39
F 1.19 0.64 -2.52
O 3.32 -0.28 5.63
N -0.50 -0.06 1.32
N 1.74 1.23 6.13
N 1.96 0.30 3.93
C -1.67 0.46 3.32
C -6.15 -1.32 -4.04
C -4.08 4.42 -4.64
C 0.72 0.25 3.37
C -5.48 -4.16 0.03
C -4.69 1.67 -6.11
C -0.40 4.10 6.96
C -4.42 -5.53 -4.07
C -3.43 3.31 -4.10
C -6.67 2.19 -1.21
C -5.84 2.27 1.16
C -0.49 0.49 4.04
C -2.67 -3.96 -3.55
C -3.75 3.96 0.45
C -7.27 -2.40 -0.05
C -4.45 3.83 -1.95
C -5.19 2.34 3.57
C -0.50 -5.07 -1.93
C -3.65 3.02 -2.76
C -5.34 -4.76 -3.37
C -9.15 -0.76 -0.05
C -1.18 2.58 -4.96
C 1.35 -2.63 -4.16
C 0.30 4.34 4.69
C -2.41 1.10 -6.95
C 1.01 3.15 4.76
C -0.43 1.90 -5.90
C -5.08 4.92 -2.52
C 1.05 -3.56 -3.16
C -0.22 0.49 -7.98
C -4.96 2.72 2.14
C 1.01 2.42 5.95
C -7.61 -1.08 -2.01
C -2.07 -2.05 -5.67
C -4.62 3.46 -0.53
C 2.39 0.40 5.28
C -2.67 4.95 0.11
C -3.19 1.76 -6.01
C 2.76 -2.23 -4.44
C -4.93 -3.59 -2.73
C -1.14 6.14 5.70
C -3.10 -5.13 -4.17
C -6.58 -1.73 -2.66
C -1.28 -3.48 -3.73
C 0.64 -0.09 2.01
C -1.00 -2.56 -4.75
C -0.41 4.83 5.77
C 0.30 2.91 7.04
C -0.24 -4.00 -2.94
C -1.64 0.21 1.96
C -5.69 2.63 -0.17
C 0.31 -2.15 -4.94
C -0.45 3.42 -3.96
C -1.02 1.17 -6.92
C -4.90 5.22 -3.86
C -7.99 -1.42 -0.72
C -5.92 -2.77 -2.00
C -3.60 -3.22 -2.83
C -6.25 -3.09 -0.68
C -2.57 2.50 -5.00
C -3.93 3.56 1.77
B 2.03 0.20 -1.51
H -2.56 0.22 1.38
H -5.06 2.47 -6.76
H -7.53 -2.65 0.97
H -5.16 1.77 -5.14
H -1.46 -4.92 -1.43
H 0.84 0.49 -7.74
H -2.19 4.70 -0.83
H -4.42 -3.92 0.04
H 3.09 -2.66 -5.39
H -5.82 -4.26 1.06
H -6.16 1.75 -2.07
H -0.56 -0.53 -8.13
H -1.17 6.52 4.68
H 3.43 -2.58 -3.66
H -0.93 4.46 7.82
H 0.65 1.97 -5.86
H -6.08 2.84 3.94
H 0.53 -1.44 -5.72
H 2.70 -0.09 3.36
H 0.33 4.91 3.77
H -4.75 -6.44 -4.55
H -1.95 -2.50 -6.65
H -0.50 0.70 5.10
H -6.66 1.62 1.44
H -0.53 -6.04 -2.42
H -8.15 -0.30 -2.53
H -6.85 -0.60 -4.46
H 0.29 -5.09 -1.18
H -5.72 5.55 -1.90
H -3.91 4.67 -5.68
H 1.86 -3.96 -2.57
H -3.07 -2.28 -5.30
H -9.92 -1.50 0.16
H -4.98 0.72 -6.56
H 2.07 1.10 7.08
H -2.39 -5.71 -4.73
H 0.21 2.80 -3.34
H -4.35 2.64 4.19
H -5.35 1.27 3.66
H -2.61 0.64 3.81
H -9.58 0.02 -0.68
H -5.16 -0.85 -3.99
H -0.35 1.02 -8.93
H -8.85 -0.32 0.90
H -1.92 4.98 0.90
H -0.63 6.87 6.32
H 2.84 -1.15 -4.53
H -3.11 5.95 0.01
H -7.35 1.45 -0.80
H -2.16 6.04 6.07
H -6.37 -5.06 -3.30
H 1.58 2.82 3.91
H 0.19 4.14 -4.48
H 1.54 -0.39 1.48
H -5.39 6.06 -4.30
H -1.12 3.97 -3.30
H -1.98 -0.97 -5.78
H -2.89 0.54 -7.73
H -6.08 -2.18 -4.70
H 0.31 2.36 7.97
H -7.25 3.04 -1.57
H -3.25 3.93 2.53
H -5.59 -5.12 -0.47
```


# 9
Here is the molecule C8H14 at a distorted geometry from the Open Molecules 2025 dataset. Energies are from the ωB97M-V functional and the def2-TZVPD basis.

For the lowest unoccupied orbital energy, the calculation gives 0.89 eV. Its charge is 0. The value obtained for the relative energy (zero: lowest compared OMol25 entry of this formula, charge and spin) is 33.5 kcal per mole. The SMILES is C=C(C)C(=C)CCC. Its orbital gap is 0.3466 hartree.

The geometry in XYZ format:
```
22
C8H14, DFT the ωB97M-V functional and the def2-TZVPD basis
C -0.75 -0.64 -2.06
C -2.00 1.28 -1.20
C 0.19 1.95 0.62
C 0.12 0.82 -0.08
C -1.00 0.42 -1.01
C 1.28 -0.11 -0.03
C 0.51 -1.01 2.24
C 1.01 -1.35 0.85
H 0.31 -2.03 0.36
H -2.10 2.16 -0.57
H -2.74 1.12 -1.97
H 1.91 -1.97 0.87
H -0.56 2.68 0.87
H -0.53 -0.70 2.23
H 1.17 2.14 1.05
H 1.05 -0.17 2.67
H -1.62 -0.64 -2.72
H 2.19 0.35 0.35
H -0.53 -1.63 -1.67
H 0.57 -1.81 2.98
H 1.49 -0.52 -1.02
H 0.05 -0.34 -2.75
```


# 10
Here is a structure of composition C5H8O3 at a distorted geometry from the Open Molecules 2025 dataset. Energies are from the ωB97M-V functional and the def2-TZVPD basis.

For the lowest unoccupied orbital energy, the calculation gives 0.99 eV. Its charge is 0. The value obtained for the relative energy (zero: lowest compared OMol25 entry of this formula, charge and spin) is 206.0 kcal per mole. Its orbital gap is 0.3910 hartree.

The geometry in XYZ format:
```
16
C5H8O3, DFT the ωB97M-V functional and the def2-TZVPD basis
O -1.98 0.50 -0.44
O 1.48 0.53 -0.27
O -0.51 0.53 1.01
C -0.19 -1.48 0.62
C -0.91 -0.33 0.05
C -1.05 1.43 -1.17
C 0.21 1.32 0.33
C 1.35 -0.83 0.37
H -0.25 -2.67 0.37
H 1.93 -1.00 1.35
H -0.10 -1.68 1.64
H -1.49 2.46 -1.27
H -0.53 0.97 -2.20
H 1.69 -1.59 -0.49
H -0.30 -0.33 -0.77
H 0.66 2.18 0.89
```


# 11
Here is a cluster of 9 separate species, C8H36N2O9 in total at a distorted geometry from the Open Molecules 2025 dataset. Energies are from the ωB97M-V functional and the def2-TZVPD basis.

For the lowest unoccupied orbital energy, the calculation gives 0.51 eV. Its charge is 0. The value obtained for the relative energy (zero: lowest compared OMol25 entry of this formula, charge and spin) is 3.4 kcal per mole. The SMILES is COC[C@H](C)N.COC[C@H](C)N.O.O.O.O.O.O.O. Its orbital gap is 0.3859 hartree.

The geometry in XYZ format:
```
55
C8H36N2O9, DFT the ωB97M-V functional and the def2-TZVPD basis
O -0.72 1.86 2.95
O -0.08 -1.53 2.60
O -2.65 -4.12 1.30
O 2.35 -2.54 0.76
O 0.76 0.23 0.57
O 0.10 -4.84 1.77
O 2.63 2.46 -3.28
O -2.25 -2.55 3.75
O -3.41 -1.13 0.20
N -0.88 0.44 -1.81
N 3.02 1.84 -0.45
C 2.17 2.94 -0.97
C -1.85 -0.61 -1.44
C -1.27 -1.98 -1.31
C 3.25 2.86 -4.48
C -2.44 -0.20 -0.15
C -3.99 -0.85 1.45
C 2.66 3.54 -2.31
C 2.10 3.92 0.16
H 0.11 -0.89 1.84
H 3.01 2.17 -5.29
H 4.29 2.94 -4.30
H -2.74 -3.40 0.63
H 0.26 0.23 -0.26
H -0.66 -2.38 -2.10
H -0.79 -4.60 1.38
H -2.68 -0.75 -2.26
H 1.60 0.69 0.33
H 3.73 2.17 0.20
H -2.14 -2.68 -1.22
H -2.96 0.82 -0.25
H 3.07 4.46 0.29
H -1.97 -2.77 4.64
H 2.82 3.83 -4.72
H 0.12 -5.79 1.94
H -1.55 -2.08 3.28
H -3.28 -0.99 2.28
H 1.86 3.42 1.08
H -1.71 -0.11 0.62
H -4.29 0.25 1.46
H 1.92 -3.33 0.98
H -0.79 1.10 3.55
H 1.20 4.62 -0.04
H -0.46 1.46 2.08
H 1.66 -1.99 0.45
H -0.63 -2.16 -0.39
H -2.60 -3.72 2.19
H -4.87 -1.48 1.58
H 0.35 -2.40 2.41
H -0.25 0.19 -2.54
H -1.41 1.29 -2.01
H 3.43 1.33 -1.26
H 1.13 2.63 -1.02
H 2.00 4.33 -2.66
H 3.71 3.85 -2.21
```